{"formula": "C45H58AgN2O9PSeSi", "method": "ωB97M-V with the def2-TZVPD basis set", "species": ["H", "H", "H", "H", "C", "H", "H", "C", "C", "H", "H", "H", "C", "C", "C", "C", "H", "H", "C", "C", "H", "C", "Ag", "C", "H", "C", "C", "H", "C", "H", "O", "C", "N", "C", "O", "H", "C", "C", "H", "C", "O", "Si", "C", "H", "H", "H", "H", "H", "C", "H", "H", "H", "H", "C", "H", "Se", "C", "H", "N", "H", "H", "H", "H", "C", "H", "C", "H", "C", "C", "H", "H", "H", "O", "H", "C", "C", "O", "H", "C", "H", "C", "H", "H", "O", "H", "H", "C", "O", "O", "H", "C", "P", "H", "H", "C", "C", "H", "H", "C", "C", "H", "H", "C", "C", "C", "C", "H", "C", "C", "H", "H", "C", "H", "C", "H", "H", "O", "H"], "coordinates": [[4.973, -4.154, -4.132], [6.157, 1.946, -2.149], [-7.530, -4.480, 1.442], [3.016, 0.811, 1.126], [3.406, -3.559, 1.338], [4.228, 2.748, -4.691], [3.012, 1.703, -5.444], [5.918, 0.577, -0.498], [-1.650, -6.744, 2.285], [0.394, -6.543, 1.687], [-6.301, -2.474, 1.161], [2.084, -7.035, -2.247], [-3.781, -4.206, -1.180], [3.168, 2.484, -4.698], [4.615, -4.479, 3.200], [1.007, -4.240, -0.660], [5.301, -2.007, -5.455], [-6.550, -5.949, 1.418], [1.486, 2.283, 1.223], [-4.574, -2.216, -0.072], [4.012, -4.109, -2.641], [1.100, -5.371, -3.191], [-0.223, -0.328, -0.370], [4.784, -3.598, -3.210], [2.696, -1.164, -4.482], [-2.970, -4.732, 2.261], [1.632, -6.061, -2.105], [2.896, -2.871, -4.948], [-2.863, -6.095, 2.488], [-3.730, -6.659, 2.807], [4.393, -1.481, -2.280], [2.217, -4.614, 3.148], [1.486, 3.634, 1.106], [0.532, -3.528, -1.754], [-1.097, 5.752, -0.197], [5.535, -3.493, 1.528], [5.344, -1.516, -4.480], [-0.545, -6.029, 1.854], [7.282, 1.688, 0.783], [0.034, 5.482, 0.294], [-2.434, 3.691, -0.550], [3.495, -0.181, -1.738], [-3.657, -2.824, -0.951], [3.428, -5.364, 4.752], [-1.886, 4.557, -0.416], [6.061, -1.011, 0.948], [1.283, -4.913, 3.607], [7.652, 1.099, -1.691], [0.312, 4.022, 0.523], [3.394, -3.019, 0.397], [6.372, 0.251, -2.585], [-2.995, -6.003, -2.058], [1.120, -5.822, -4.175], [3.046, 3.028, -2.260], [5.698, -3.583, -2.613], [-2.351, -1.782, -1.885], [4.606, -3.815, 1.980], [0.147, -3.563, -3.854], [0.368, 1.786, 0.757], [0.971, 1.187, -2.377], [6.143, -1.553, -0.738], [-5.250, -0.455, 0.951], [-4.493, -0.145, -0.635], [-0.645, -4.656, 1.636], [2.199, 4.299, 1.362], [-2.787, -4.931, -2.043], [6.362, -1.593, -4.094], [6.571, 0.994, -1.816], [-6.904, -5.112, 0.810], [-1.770, -4.770, -1.670], [1.026, 0.929, -4.120], [2.168, 0.901, 2.673], [-2.164, 1.490, -0.324], [3.355, 2.153, 2.245], [-0.376, 2.855, 0.317], [-5.600, -2.970, 0.495], [0.940, 6.262, 0.622], [5.681, 1.378, 1.489], [6.211, 1.632, 0.571], [5.866, 2.610, 0.234], [0.562, -4.108, -3.017], [2.858, 2.611, -1.272], [-7.538, -5.530, 0.024], [0.281, -2.182, 1.089], [2.222, -2.436, -3.359], [2.419, 3.912, -2.390], [2.952, -2.158, -4.121], [3.527, 0.817, -3.083], [4.523, 0.521, -0.619], [7.552, -0.757, 0.015], [2.576, 1.496, 1.857], [0.684, -3.601, 0.997], [-1.571, -7.812, 2.450], [-4.903, -5.987, -0.813], [2.743, 1.976, -3.322], [1.253, 1.643, -3.326], [0.661, 2.547, -3.481], [1.999, -6.037, 0.001], [-1.735, 2.622, -0.227], [4.355, -2.164, -3.513], [2.586, 3.364, -4.982], [0.111, -2.538, -1.615], [-4.826, -4.922, -0.608], [-5.761, -4.322, 0.227], [3.422, -4.867, 3.790], [2.205, -3.976, 1.914], [-3.920, -4.227, 2.380], [-1.862, -4.011, 1.839], [-4.458, -0.761, 0.264], [-2.795, -4.542, -3.063], [-1.933, -2.951, 1.630], [6.461, -0.777, -0.041], [-3.486, -0.535, 0.707], [1.580, -5.500, -0.842], [5.088, -0.463, -4.601], [5.556, -4.688, 3.694], [2.104, -0.464, -1.107], [4.097, 3.323, -2.309]], "fmax_ev_per_a": 0.48, "gap_ev": 5.5227, "e_tot_ev": -155538.758, "charge": -2, "e_above_lowest_ev": 0.000}

{"formula": "C45H58BrN2O4PdS2Si", "method": "ωB97M-V with the def2-TZVPD basis set", "species": ["H", "C", "C", "N", "O", "H", "C", "H", "C", "C", "H", "H", "C", "H", "C", "C", "C", "H", "C", "O", "H", "H", "C", "H", "H", "S", "H", "H", "H", "C", "H", "H", "H", "H", "H", "H", "H", "H", "H", "C", "C", "C", "C", "C", "C", "C", "C", "H", "C", "H", "C", "H", "H", "H", "H", "C", "H", "H", "H", "Br", "C", "H", "C", "H", "H", "H", "H", "C", "Si", "H", "Pd", "H", "H", "C", "C", "C", "C", "C", "H", "C", "S", "C", "H", "C", "N", "H", "H", "C", "H", "C", "H", "C", "H", "C", "C", "H", "C", "H", "C", "H", "C", "H", "H", "H", "C", "H", "H", "O", "C", "C", "H", "H", "O", "H"], "coordinates": [[-4.660, -3.697, -2.820], [1.340, 2.531, 3.855], [3.741, -0.115, -0.854], [1.101, 1.296, 3.447], [-0.537, -0.768, 2.988], [-0.039, 4.925, -0.169], [0.635, 4.194, -0.617], [4.348, -0.270, 4.220], [3.571, -4.049, 4.456], [0.176, -2.895, 3.569], [1.070, -4.754, 3.986], [-3.060, 0.978, -3.731], [-4.052, 3.953, -1.779], [-4.376, -1.749, -3.964], [-3.895, 4.422, -3.075], [1.644, 5.189, 4.613], [0.460, -3.001, -1.966], [3.368, -5.108, 4.543], [2.836, -1.786, 4.019], [-0.869, 2.308, 0.473], [-1.952, -5.140, -0.755], [5.759, -0.451, -0.167], [-4.527, -3.925, -1.762], [-2.117, 4.571, 3.872], [-3.203, -4.028, 0.680], [-0.328, 2.703, -0.922], [-2.145, 4.172, 2.108], [1.794, 6.224, 4.897], [3.643, 4.620, 5.258], [-2.437, -1.007, -3.210], [-4.744, 4.824, -3.609], [-4.655, -0.708, -0.462], [-4.856, -3.469, 0.849], [-0.327, 5.577, 3.928], [3.997, 2.837, 1.315], [-5.026, 3.983, -1.308], [-2.224, -4.753, -3.308], [0.644, -2.316, -2.793], [-3.529, -2.361, 1.169], [2.574, 2.973, 4.466], [2.925, 3.114, -0.567], [2.719, 4.262, 4.825], [5.053, -0.555, -0.983], [3.879, 2.351, 0.344], [-1.233, -4.301, -3.256], [2.564, -3.174, 4.117], [-1.562, 3.845, -3.026], [-0.823, -3.262, 3.381], [-2.654, 4.368, -3.699], [1.503, 3.178, 1.045], [-2.968, 3.434, -1.083], [-2.420, 0.867, -2.094], [3.472, 3.833, -1.178], [-0.361, -0.303, -3.114], [1.141, -3.846, -2.092], [-2.098, 3.787, 3.123], [-5.292, -1.326, -1.994], [-1.198, 0.024, -4.632], [3.371, 2.257, 4.585], [-1.344, -0.829, -0.028], [5.446, -1.133, -2.180], [4.874, 2.216, -0.080], [-1.066, -0.719, -3.841], [0.732, -2.493, -1.039], [-2.890, 3.068, 3.307], [-3.917, -4.823, -1.683], [6.151, -1.860, 4.809], [-1.027, -4.568, -0.782], [-2.325, -2.223, -1.764], [-0.886, -4.095, 0.192], [-0.297, 0.815, 1.716], [-0.505, -5.113, -3.336], [-2.993, -2.616, -4.632], [-3.950, -2.733, -0.952], [5.151, -2.217, 4.612], [-0.977, -3.545, -1.930], [2.805, -0.268, -1.867], [0.390, -1.485, 3.376], [2.476, 2.406, -1.267], [0.242, 3.495, 3.687], [3.292, 0.665, 0.665], [-3.034, 0.355, -2.832], [-5.899, -1.955, -0.475], [0.445, 4.835, 4.064], [2.038, 0.415, 3.795], [1.776, 0.033, -1.713], [2.249, 4.728, 0.705], [1.210, -3.684, 3.892], [4.838, -1.733, -4.144], [1.844, 3.829, 0.236], [-0.602, 3.776, -3.524], [-3.344, -1.641, -4.293], [6.463, -1.478, -2.303], [4.528, -1.279, -3.213], [-3.856, -3.175, 0.522], [0.933, 4.555, -1.605], [-1.737, 3.400, -1.720], [5.645, -4.269, 4.971], [4.866, -3.569, 4.701], [-5.512, -4.170, -1.361], [3.215, -0.858, -3.055], [-0.212, -5.282, -0.925], [-1.102, -3.669, -4.133], [-0.612, -1.595, -4.301], [-4.999, -1.605, -0.983], [-3.083, 3.038, -0.084], [-4.048, 0.301, -2.443], [-0.865, 3.008, 3.226], [4.142, -1.328, 4.281], [1.783, -0.879, 3.684], [-2.537, 4.723, -4.713], [-3.352, -0.983, -5.166], [1.769, 0.722, 0.643], [2.506, -0.991, -3.862]], "fmax_ev_per_a": 1.57, "gap_ev": [4.7315, 4.7323], "e_tot_ev": -161820.313, "charge": 3, "e_above_lowest_ev": 0.743}

{"formula": "C45H58BrN4O4S2Zr", "method": "ωB97M-V with the def2-TZVPD basis set", "species": ["H", "C", "O", "C", "H", "O", "H", "C", "Zr", "C", "H", "H", "H", "C", "S", "H", "H", "H", "C", "C", "C", "H", "C", "H", "H", "H", "C", "C", "C", "C", "C", "H", "H", "C", "H", "H", "C", "C", "N", "H", "S", "H", "H", "H", "H", "H", "C", "H", "H", "N", "H", "C", "H", "C", "Br", "C", "C", "C", "H", "O", "C", "H", "C", "H", "H", "C", "H", "C", "H", "H", "H", "H", "C", "H", "C", "H", "N", "C", "H", "C", "H", "H", "H", "N", "C", "H", "H", "H", "O", "C", "H", "H", "H", "C", "C", "H", "C", "H", "H", "H", "C", "C", "H", "C", "C", "H", "C", "C", "H", "C", "C", "H", "C", "H", "H"], "coordinates": [[2.384, -2.321, 1.464], [2.025, 0.025, -5.426], [-0.294, 0.046, -2.090], [1.002, -0.315, 6.457], [0.586, -2.518, -1.678], [0.759, 0.930, 0.336], [-4.385, -0.225, -0.222], [-2.398, 1.018, -3.617], [1.531, 0.633, -1.491], [5.827, -0.194, -1.667], [-2.999, 1.612, -4.311], [-1.262, 4.160, 0.961], [5.736, 0.324, -0.717], [0.917, -1.256, 3.200], [0.753, 3.084, -2.091], [-3.696, 3.026, -2.335], [-4.691, -3.976, 2.388], [-2.228, -2.240, 3.197], [-1.654, -2.011, 0.540], [-3.154, 0.929, -2.284], [2.893, -2.416, -0.934], [-5.182, -0.335, 1.886], [-3.370, -0.589, -0.274], [-0.926, 2.635, 0.137], [0.368, 3.467, 0.959], [-1.691, 0.135, 6.160], [4.752, -1.593, -3.245], [0.360, -2.602, 5.709], [2.140, -1.330, 1.057], [-5.249, -1.416, 1.747], [0.016, -1.116, 5.593], [6.711, -0.857, -1.643], [4.523, -1.394, 0.051], [-3.866, -2.067, 1.760], [3.860, -2.154, -3.508], [-5.849, -1.821, 2.565], [-4.592, 0.499, -2.626], [-2.549, -0.071, -1.283], [1.855, 6.567, -2.010], [-2.900, 1.744, 3.212], [3.555, 1.949, -0.350], [0.322, 3.666, 3.519], [3.044, -0.719, 1.116], [-2.186, 2.707, -1.483], [5.620, -2.276, -3.257], [0.690, -1.913, -7.853], [0.132, -0.617, 4.153], [-5.783, -1.608, 0.814], [-1.433, -1.270, 7.186], [4.996, 5.284, -0.058], [2.847, -3.347, -0.353], [2.185, 0.089, -3.946], [-5.273, 0.592, -1.780], [0.547, -2.210, -0.632], [3.025, 2.414, -8.652], [-0.786, -1.519, -0.415], [2.094, 4.034, -1.502], [-1.219, -0.498, -1.288], [4.908, -0.836, -4.016], [1.858, -0.895, -3.225], [4.182, 4.551, -0.412], [2.609, -2.654, -1.956], [2.351, 1.010, -7.572], [-2.244, 0.031, -4.060], [-1.260, 4.416, 3.282], [1.208, -1.085, -7.386], [1.418, -2.189, 3.429], [0.511, 0.513, 1.576], [-3.081, -0.711, 3.274], [-1.294, -2.783, 1.213], [-1.076, 1.097, 4.481], [-1.429, 1.496, -3.518], [-0.749, 3.467, 3.461], [2.995, 1.912, -5.722], [4.320, -1.888, -0.900], [1.404, -2.800, 5.462], [1.849, -1.500, -0.393], [-1.396, -0.915, 6.153], [-0.267, -3.208, 5.051], [-4.045, -3.582, 1.598], [-4.495, -3.821, 0.632], [0.198, -2.938, 6.736], [-1.080, 3.094, 4.432], [4.612, -0.940, -1.956], [1.701, -0.056, -8.176], [-3.842, -2.177, 3.928], [2.024, -0.438, 6.092], [-4.979, 1.139, -3.421], [2.577, 1.154, -3.400], [-2.958, -1.532, 0.654], [-2.138, -1.469, 5.576], [-3.088, -4.103, 1.659], [-4.622, -0.536, -2.974], [2.513, 1.071, -6.200], [-2.559, 2.195, 2.277], [1.579, -0.073, -9.250], [1.113, -0.700, 1.948], [0.766, 0.750, 6.425], [-2.789, 1.503, 1.462], [5.001, -2.759, -0.939], [-0.300, 1.181, 2.512], [-3.217, -1.783, 3.120], [0.963, -0.647, 7.498], [3.183, 3.594, -0.819], [-1.054, 2.502, 2.304], [0.554, -3.115, -0.010], [-0.694, 3.227, 1.014], [1.983, 5.447, -1.777], [5.982, 0.561, -2.438], [-0.453, 0.579, 3.764], [-3.194, 2.328, -1.660], [0.994, -1.841, -5.375], [1.372, -1.052, -6.010], [-3.127, 3.115, 2.115], [-3.734, 2.322, -0.709]], "fmax_ev_per_a": 0.68, "gap_ev": 6.5370, "e_tot_ev": -154759.498, "charge": -1, "e_above_lowest_ev": 0.000}

{"formula": "C45H58N11O", "method": "ωB97M-V with the def2-TZVPD basis set", "species": ["N", "H", "H", "N", "H", "C", "C", "N", "N", "H", "H", "C", "H", "H", "C", "C", "C", "C", "C", "H", "C", "H", "C", "H", "H", "C", "H", "H", "H", "H", "N", "H", "C", "H", "C", "H", "H", "C", "C", "C", "H", "H", "C", "C", "H", "C", "H", "C", "C", "H", "H", "C", "O", "N", "H", "H", "H", "H", "H", "C", "H", "C", "H", "H", "H", "H", "N", "C", "H", "H", "N", "H", "C", "C", "C", "N", "N", "C", "H", "H", "C", "C", "H", "H", "H", "H", "H", "C", "H", "C", "H", "H", "C", "H", "H", "C", "C", "H", "C", "C", "C", "C", "C", "H", "N", "H", "H", "H", "C", "C", "H", "C", "H", "H", "C"], "coordinates": [[58.651, 35.935, 32.654], [53.539, 35.177, 31.582], [50.399, 36.201, 32.143], [53.518, 31.427, 32.319], [51.101, 33.513, 38.866], [59.266, 33.431, 34.673], [52.189, 31.728, 32.158], [56.625, 31.311, 36.478], [55.832, 28.241, 36.123], [56.267, 29.015, 36.562], [56.635, 33.305, 31.531], [54.053, 30.573, 31.392], [59.458, 30.222, 37.792], [51.622, 32.315, 32.897], [57.535, 35.842, 38.599], [54.343, 34.466, 28.242], [55.421, 37.140, 36.092], [58.425, 31.917, 30.902], [49.716, 36.321, 34.327], [50.935, 31.099, 30.526], [56.075, 31.086, 37.672], [57.162, 30.453, 39.597], [55.147, 28.466, 34.899], [57.057, 36.742, 38.862], [50.042, 31.718, 36.957], [59.137, 34.149, 38.907], [53.411, 39.036, 38.014], [59.074, 32.371, 32.902], [54.977, 30.132, 31.398], [52.138, 31.281, 35.191], [54.039, 33.500, 30.233], [51.658, 34.145, 35.567], [52.955, 33.551, 37.606], [53.254, 29.882, 29.477], [57.311, 32.383, 31.609], [59.587, 29.753, 31.322], [52.257, 34.448, 33.176], [54.679, 27.242, 34.558], [55.380, 39.113, 37.306], [58.870, 35.470, 39.100], [49.055, 37.165, 34.447], [53.260, 36.772, 36.465], [57.872, 37.734, 31.458], [59.462, 37.661, 31.515], [61.321, 33.055, 32.190], [54.195, 37.302, 36.619], [62.557, 34.255, 34.491], [53.072, 30.425, 30.455], [53.967, 35.479, 29.287], [55.961, 40.025, 37.798], [55.984, 31.740, 35.547], [58.355, 30.506, 37.601], [55.129, 32.329, 34.282], [51.173, 34.785, 34.987], [55.253, 25.116, 35.223], [55.095, 31.352, 37.845], [60.627, 35.831, 32.458], [59.047, 32.465, 29.962], [54.790, 34.183, 34.974], [61.021, 33.380, 33.127], [54.889, 29.552, 34.588], [51.098, 32.054, 37.011], [57.183, 38.472, 36.160], [49.551, 35.635, 36.412], [54.617, 32.431, 28.591], [56.628, 26.650, 37.225], [58.138, 33.757, 38.091], [50.577, 35.767, 33.093], [59.637, 36.075, 39.501], [59.845, 33.583, 39.162], [56.132, 38.243, 36.383], [54.509, 34.836, 27.359], [54.453, 33.260, 28.936], [51.411, 34.878, 33.619], [58.809, 30.585, 31.580], [53.073, 32.853, 36.392], [57.051, 31.545, 32.720], [52.060, 31.932, 36.114], [54.117, 31.851, 32.973], [55.734, 36.259, 35.463], [50.156, 35.571, 35.343], [51.835, 31.200, 30.936], [53.764, 34.122, 38.164], [56.397, 31.831, 33.524], [57.850, 32.838, 37.760], [58.585, 30.940, 35.514], [57.280, 38.526, 30.973], [59.790, 36.518, 32.235], [60.544, 34.678, 36.145], [57.972, 30.906, 36.407], [53.874, 27.115, 33.880], [56.197, 33.990, 34.019], [55.961, 26.891, 36.433], [53.703, 36.462, 29.310], [54.726, 34.098, 33.172], [57.506, 36.647, 32.208], [53.842, 34.870, 30.608], [54.001, 32.765, 30.892], [60.312, 34.138, 35.183], [57.069, 30.694, 38.538], [54.088, 38.541, 37.439], [57.078, 34.709, 37.915], [61.493, 34.018, 34.238], [53.910, 32.900, 35.631], [59.647, 32.962, 33.482], [56.468, 36.434, 32.336], [58.197, 29.805, 33.396], [58.810, 35.019, 33.224], [51.601, 33.180, 37.918], [57.928, 30.438, 32.699], [60.200, 38.330, 31.049], [55.244, 33.798, 34.140], [58.346, 33.393, 35.075], [56.199, 34.717, 37.319], [55.367, 26.245, 35.424]], "fmax_ev_per_a": 12.07, "gap_ev": 8.6705, "e_tot_ev": -66031.668, "charge": -1, "e_above_lowest_ev": 6.846}